Computed, not measured: a cluster of 11 separate species, C25H52N11O17 in total at a distorted geometry, with ωB97M-V/def2-TZVPD.

## Properties
Orbital gap   4.0 eV
ΔE to the lowest compared entry with this formula, charge and spin   2.151 eV
Charge   +1
Total energy   -77921.582 eV
HOMO   -9.88 eV

Last column: Löwdin charge in e.
Element x y z (Å)
C1 -1.861 2.083 1.405  0.0056
C2 -2.395 1.394 0.188  -0.4613
C3 -1.948 2.157 -1.113  -0.1042
C4 -0.650 1.695 -1.855  -0.1089
C5 -0.928 0.109 -2.122  -0.0765
C6 -1.094 -0.707 -0.761  -0.3554
N1 -2.085 -0.074 0.142  0.1108
O1 -2.797 -0.818 0.985  0.1445
C7 0.305 -0.857 -0.029  0.0769
C8 -1.634 -2.132 -1.164  0.0295
C9 -3.883 1.540 0.177  0.0025
H1 -2.105 1.225 2.171  0.1300
H2 -2.082 3.116 1.430  0.0966
H3 -0.759 2.266 1.487  0.0952
H4 -1.841 3.071 -0.794  0.0478
H5 -2.823 2.048 -1.918  0.1764
H6 0.321 1.738 -1.362  0.0629
H7 -0.455 2.353 -2.896  0.1665
H8 -0.142 -0.409 -2.751  0.1229
H9 -1.773 -0.116 -2.629  0.0704
H10 0.831 -1.541 -0.747  0.1167
H11 0.174 -1.310 0.802  0.0244
H12 0.637 0.057 -0.130  0.0103
H13 -0.867 -2.312 -1.839  0.0378
H14 -2.600 -2.089 -1.539  0.0816
H15 -1.575 -2.812 -0.345  0.0762
H16 -4.305 1.013 -0.499  0.0408
H17 -3.938 2.645 0.128  0.1389
H18 -4.296 1.280 1.059  0.0615
N2 0.180 -4.407 -2.980  -0.0205
C10 1.293 -4.085 -2.147  -0.0620
C11 2.050 -3.033 -2.894  -0.0833
C12 1.321 -2.755 -4.218  -0.1042
C13 0.271 -3.769 -4.246  -0.1384
H19 -0.321 -5.213 -2.607  0.1475
H20 1.472 -4.481 -1.389  -0.0328
H21 3.067 -2.513 -2.602  0.1052
H22 1.641 -2.038 -5.059  0.1037
H23 -0.360 -4.121 -5.234  0.1533
N3 1.848 1.742 -8.279  -0.0455
C14 2.040 1.594 -6.888  -0.0613
C15 0.563 1.346 -6.382  -0.0908
C16 -0.315 1.398 -7.556  -0.0915
C17 0.574 1.701 -8.752  -0.0862
H24 2.599 2.140 -8.716  0.1026
H25 3.007 1.789 -6.478  0.0624
H26 0.191 1.308 -5.292  0.0682
H27 -1.428 1.250 -7.668  0.0913
H28 0.322 1.803 -9.734  0.0655
C18 -4.935 -1.480 3.631  0.0337
N4 -3.555 -1.033 3.969  -0.4988
O2 -2.637 -1.636 3.482  0.0317
O3 -3.502 -0.049 4.601  0.0961
H29 -4.995 -1.468 2.494  0.1082
H30 -5.676 -0.745 4.245  0.1535
H31 -4.930 -2.531 4.126  0.1170
C19 -2.965 -5.453 3.432  0.0511
N5 -3.633 -4.722 2.300  -0.4556
O4 -2.933 -4.277 1.410  0.0257
O5 -4.717 -4.267 2.420  0.0545
H32 -2.308 -6.154 2.743  0.1368
H33 -3.691 -6.106 3.910  0.0882
H34 -2.427 -4.784 4.144  0.1098
C20 1.812 -4.108 3.305  0.0432
N6 0.823 -5.198 3.094  -0.4769
O6 0.364 -5.781 4.055  0.0526
O7 0.712 -5.592 1.979  0.0655
H35 2.223 -4.119 4.408  0.1504
H36 1.329 -3.181 2.815  0.1118
H37 2.577 -4.489 2.762  0.0456
C21 4.216 1.603 -2.952  0.0224
N7 3.165 0.728 -2.346  -0.3465
O8 2.442 -0.069 -3.041  0.0130
O9 2.921 0.980 -1.143  0.0218
H38 5.102 1.303 -2.359  0.1014
H39 4.077 2.730 -3.203  0.1366
H40 4.590 1.114 -3.903  0.1034
C22 3.253 0.326 1.994  0.0755
N8 2.643 -0.151 3.291  -0.4242
O10 2.755 0.551 4.264  0.0807
O11 1.787 -0.958 3.269  0.0382
H41 2.679 -0.200 1.207  0.0770
H42 4.292 0.183 2.054  0.0847
H43 3.124 1.413 1.861  0.0992
C23 1.037 4.893 3.483  0.0565
N9 2.420 4.587 3.040  -0.4611
O12 2.968 3.620 3.631  0.0103
O13 3.069 5.286 2.407  0.0968
H44 0.979 6.040 3.480  0.1346
H45 1.042 4.557 4.575  0.1327
H46 0.435 4.579 2.791  -0.0035
C24 2.214 5.248 -1.422  0.1036
N10 1.411 5.022 -0.133  -0.3827
O14 1.406 3.935 0.440  0.0166
O15 0.755 5.962 0.362  0.0480
H47 3.327 5.624 -1.141  0.1864
H48 1.564 5.911 -1.971  0.0992
H49 1.995 4.401 -1.745  -0.0254
C25 -0.393 -0.124 5.552  0.0527
N11 0.000 1.265 5.162  -0.3861
O16 -0.391 1.694 4.104  0.0348
O17 0.196 2.032 6.139  0.0445
H50 -0.686 -0.569 4.612  0.0611
H51 -1.273 -0.072 6.123  0.0866
H52 0.497 -0.533 5.829  0.0629



Computed, not measured: a structure of composition C25H52N5OPdSSi4, with ωB97M-V/def2-TZVPD.

## Properties
Orbital gap (spin up / spin down)   5.3 / 6.4 eV
ΔE to the lowest compared entry with this formula, charge and spin   0.000 eV
Total energy   -82094.151 eV
HOMO (spin up / spin down)   -5.37 / -6.48 eV
2S+1   2

Last column: Löwdin charge in e.
Element x y z (Å)
Pd1 0.680 -0.197 -0.328  0.3142
N1 3.024 -0.117 -0.811  -0.0257
C1 3.402 0.292 -2.172  -0.2619
C2 2.920 1.703 -2.501  -0.1900
C3 1.397 1.848 -2.674  -0.2091
C4 0.711 2.690 -1.608  -0.2564
N2 0.934 2.116 -0.278  -0.0161
H1 3.422 0.526 -0.132  0.0596
H2 3.407 -1.032 -0.596  0.0563
H3 2.941 -0.416 -2.866  0.1115
H4 4.488 0.240 -2.319  0.1060
H5 3.429 2.017 -3.415  0.1072
H6 3.289 2.385 -1.723  0.1045
H7 0.931 0.856 -2.647  0.0777
H8 1.173 2.278 -3.653  0.1102
H9 -0.364 2.680 -1.789  0.0839
H10 1.047 3.734 -1.660  0.1166
H11 0.262 2.472 0.389  0.0334
H12 1.847 2.376 0.078  0.0445
C5 -2.524 1.192 -3.334  -0.2221
Si1 -2.583 -0.480 -2.440  0.3147
C6 -4.373 -1.081 -2.540  -0.2214
C7 -1.554 -1.673 -3.486  -0.2253
Si2 -1.688 -0.308 -0.287  0.2994
Si3 -2.897 1.388 0.778  0.3211
C8 -2.646 1.263 2.655  -0.2259
C9 -4.756 1.379 0.439  -0.2210
C10 -2.378 3.157 0.305  -0.2225
Si4 -2.514 -2.229 0.776  0.3165
C11 -1.713 -2.495 2.474  -0.2322
C12 -4.373 -2.263 1.136  -0.2231
C13 -2.151 -3.767 -0.262  -0.2213
H13 -3.003 1.118 -4.314  0.0259
H14 -1.490 1.508 -3.494  0.0028
H15 -3.033 1.977 -2.770  0.0104
H16 -4.707 -1.120 -3.581  0.0255
H17 -5.053 -0.429 -1.988  0.0112
H18 -4.467 -2.086 -2.122  0.0090
H19 -1.738 -1.509 -4.552  0.0236
H20 -1.803 -2.711 -3.255  0.0176
H21 -0.488 -1.546 -3.287  -0.0021
H22 -3.351 0.551 3.091  0.0185
H23 -2.808 2.227 3.145  0.0201
H24 -1.637 0.916 2.894  0.0023
H25 -5.209 0.408 0.638  0.0044
H26 -4.953 1.629 -0.607  0.0184
H27 -5.260 2.127 1.058  0.0271
H28 -1.394 3.445 0.686  -0.0080
H29 -3.099 3.861 0.733  0.0299
H30 -2.380 3.304 -0.777  0.0097
H31 -1.989 -1.693 3.162  0.0156
H32 -0.624 -2.502 2.425  -0.0442
H33 -2.044 -3.442 2.911  0.0282
H34 -4.650 -1.499 1.866  0.0126
H35 -4.653 -3.236 1.552  0.0265
H36 -4.968 -2.097 0.236  0.0099
H37 -1.121 -3.766 -0.625  -0.0037
H38 -2.807 -3.806 -1.134  0.0157
H39 -2.324 -4.676 0.324  0.0263
O1 0.958 -2.500 -1.276  -0.1665
N3 1.832 -3.226 -0.678  -0.2203
C14 2.991 -3.558 -1.305  -0.0300
C15 3.950 -4.315 -0.671  -0.0572
C16 3.741 -4.760 0.628  -0.0809
C17 2.546 -4.422 1.248  -0.0510
C18 1.608 -3.659 0.587  -0.0324
H40 3.063 -3.182 -2.314  0.1346
H41 4.855 -4.556 -1.211  0.1104
H42 4.480 -5.363 1.135  0.1050
H43 2.316 -4.752 2.252  0.1186
H44 0.663 -3.347 1.000  0.0945
N4 4.034 -0.965 2.631  0.0790
C19 3.005 -0.064 2.532  -0.8646
S1 1.442 -0.561 2.310  0.7131
N5 3.424 1.233 2.601  0.0501
C20 2.652 2.414 2.487  -0.2755
C21 3.245 3.502 1.847  -0.0562
C22 2.542 4.684 1.680  -0.0869
C23 1.237 4.788 2.144  -0.0862
C24 0.660 3.711 2.800  -0.0814
C25 1.359 2.526 2.986  -0.0544
H45 3.782 -1.920 2.440  0.0672
H46 4.979 -0.694 2.411  0.0949
H47 4.415 1.388 2.696  0.1391
H48 4.256 3.412 1.464  0.1117
H49 3.011 5.518 1.176  0.1053
H50 0.678 5.703 2.001  0.1065
H51 -0.353 3.782 3.177  0.1083
H52 0.897 1.697 3.497  0.0688